This record from the Open Molecules 2025 dataset describes a molecular structure, C29H49Cl3CoN3O3Si at a distorted geometry. The level of theory is wB97M-V/def2-TZVPD.

lowest unoccupied orbital energy (spin up / spin down): 2.29 / 2.29 eV
E_tot: -124555.4269 eV
2S+1: 4
total charge: -1
orbital gap (spin up / spin down): 5.97 / 6.53 eV
energy above the lowest of the compared OMol25 structures with the same formula, charge and spin: 15.5 kcal per mole

Last column: Mulliken charge in e.
Atoms and positions in Å:
C1 -0.319 -2.818 -3.004  -1.62
C2 -0.529 -1.352 -3.125  0.56
H1 -1.268 -3.376 -3.083  0.39
H2 0.111 -3.014 -2.010  0.19
H3 0.400 -3.200 -3.749  0.25
C3 -1.297 -0.825 -4.076  -0.14
C4 -2.057 -1.675 -5.032  -1.68
H4 -1.339 0.258 -4.217  0.71
H5 -2.732 -2.369 -4.505  0.30
H6 -1.393 -2.287 -5.663  0.41
H7 -2.669 -1.048 -5.686  0.35
Co1 0.595 -0.733 0.739  -0.11
Cl1 2.664 -1.394 0.172  -0.68
Cl2 -1.172 -1.355 2.106  -0.48
H8 0.656 1.407 5.934  0.31
H9 2.849 -0.224 6.684  0.32
C5 0.293 0.475 5.479  -0.86
C6 2.196 -0.968 6.209  -0.95
N1 1.421 -0.380 5.128  0.39
H10 -0.279 0.698 4.573  0.13
C7 1.841 -0.451 3.852  -0.26
O1 1.250 0.102 2.916  -0.39
H11 2.822 -1.773 5.811  0.32
H12 2.751 -1.078 3.707  0.38
H13 -0.326 -0.052 6.214  0.34
H14 1.520 -1.367 6.970  0.31
H15 -3.777 -2.106 -2.041  0.34
H16 -3.492 0.114 -3.530  0.22
C8 -3.667 -1.536 -1.114  -0.62
C9 -4.204 0.310 -2.718  -0.92
N2 -3.656 -0.127 -1.444  0.48
H17 -2.724 -1.808 -0.615  -0.15
C10 -3.393 0.763 -0.448  -0.14
O2 -3.170 0.445 0.728  -0.58
H18 -4.394 1.387 -2.666  0.33
H19 -3.390 1.816 -0.809  0.31
H20 -4.503 -1.767 -0.434  0.35
H21 -5.135 -0.229 -2.934  0.38
O3 -0.535 -0.542 -0.889  0.36
C11 0.146 -0.472 -2.072  -1.01
C12 -0.438 2.046 -2.112  1.53
C13 0.343 0.988 -2.576  -0.08
H22 -1.098 1.861 -1.262  0.00
C14 -0.364 3.297 -2.744  -1.19
H23 1.162 -0.916 -1.960  0.09
C15 1.221 1.182 -3.657  0.11
H24 -0.999 4.105 -2.382  0.39
C16 0.488 3.482 -3.831  -0.51
C17 1.285 2.429 -4.289  -1.01
H25 1.810 0.328 -4.018  0.47
H26 0.525 4.451 -4.349  0.32
H27 1.944 2.553 -5.154  0.35
Si1 -0.881 -3.585 2.061  1.13
Cl3 -0.503 -3.466 -0.004  -0.34
C18 -2.695 -3.842 2.618  -1.24
C19 0.822 -3.482 2.867  -0.80
C20 -0.818 -5.585 2.276  -1.63
H28 -3.316 -2.940 2.541  0.30
H29 -2.676 -4.152 3.673  0.33
H30 -3.192 -4.643 2.052  0.32
H31 -1.482 -6.067 1.542  0.32
H32 -1.152 -5.881 3.286  0.31
H33 0.191 -5.993 2.135  0.36
H34 1.520 -2.941 2.212  0.15
H35 1.252 -4.469 3.059  0.41
H36 0.741 -2.964 3.826  -0.01
C21 2.885 3.911 -1.274  -1.05
N3 2.944 2.438 -1.068  1.34
C22 4.093 1.841 -1.808  -0.93
C23 2.983 2.083 0.409  -1.65
C24 1.697 2.491 1.021  1.57
C25 1.611 3.789 1.576  -0.43
C26 0.382 4.298 1.979  -0.77
C27 -0.744 3.483 1.871  -1.13
C28 -0.602 2.148 1.440  -0.01
C29 0.604 1.641 1.038  0.66
H37 3.704 4.368 -0.711  0.36
H38 1.921 4.295 -0.936  0.31
H39 3.001 4.124 -2.339  0.41
H40 2.057 2.021 -1.420  -0.69
H41 5.015 2.252 -1.377  0.39
H42 4.054 0.754 -1.687  0.25
H43 4.004 2.115 -2.864  0.37
H44 3.138 1.003 0.471  0.04
H45 3.857 2.603 0.816  0.46
H46 2.513 4.403 1.671  0.34
H47 0.310 5.311 2.380  0.34
H48 -1.717 3.857 2.183  0.42
H49 -1.493 1.527 1.460  0.47